Density functional theory data (wB97M-V/def2-TZVPD) for a cluster of 6 separate species, C57H132N3O6P2S in total.

Summary:
ΔE to the lowest compared entry with this formula, charge and spin in kJ/mol: 684.7
Charge: +3
Max |F| in hartree/bohr: 0.104
HOMO-LUMO gap in eV: 3.154
HOMO energy in eV: -6.81

XYZ file:
```
201
C57H132N3O6P2S, DFT wB97M-V/def2-TZVPD
S -0.3709 -0.1001 -0.0557
O -1.3000 -0.3237 1.0780
O -0.3140 1.2872 -0.3410
O 1.0193 -0.4431 0.3009
O -0.8470 -0.8108 -1.2639
C 9.8820 -3.7181 2.8598
C 8.8157 -3.1837 3.7874
C 7.4905 -2.9719 3.0717
C 6.4609 -2.2823 3.9918
P 5.2444 -3.2518 4.9966
C 3.8214 -2.4783 5.7544
C 4.1810 -1.0558 6.1043
C 3.0716 -0.3372 6.9904
C 2.8085 -1.0800 8.3090
C 4.6239 -4.7891 4.1212
C 5.7178 -5.9013 3.7957
C 5.3211 -6.9229 2.7261
C 5.0035 -6.1904 1.4210
C 6.3806 -3.8671 6.3317
C 5.7768 -4.3033 7.6697
C 6.6369 -5.1997 8.5887
C 6.8800 -6.6636 8.0335
H 10.0316 -3.1950 1.9153
H 9.6567 -4.7534 2.6042
H 10.8808 -3.7566 3.2947
H 9.3122 -2.3111 4.2117
H 8.6749 -3.8377 4.6479
H 7.2410 -3.8900 2.5398
H 7.6398 -2.4053 2.1526
H 5.6859 -1.7961 3.3991
H 6.8741 -1.5440 4.6789
H 3.6614 -3.0822 6.6476
H 2.9235 -2.4479 5.1372
H 4.5589 -0.4445 5.2847
H 5.1259 -1.0676 6.6476
H 2.1437 -0.1735 6.4422
H 3.4463 0.6509 7.2575
H 2.5532 -2.1189 8.1005
H 1.9333 -0.7698 8.8800
H 3.6468 -1.1283 9.0040
H 4.3967 -4.3908 3.1323
H 3.7828 -5.2094 4.6725
H 5.8877 -6.3420 4.7781
H 6.6491 -5.3829 3.5678
H 4.3573 -7.2175 3.1412
H 6.1119 -7.6333 2.4852
H 4.1088 -5.5760 1.3208
H 4.8954 -7.0715 0.7885
H 5.8651 -5.6084 1.0939
H 7.0622 -3.0193 6.4005
H 6.9463 -4.6447 5.8183
H 4.8744 -4.8742 7.4512
H 5.4196 -3.4604 8.2614
H 6.0295 -5.2821 9.4900
H 7.5561 -4.7373 8.9484
H 7.3597 -7.1563 8.8791
H 7.5229 -6.5957 7.1558
H 5.9447 -6.9947 7.5822
C -5.0767 -3.9842 -8.7812
C -3.6426 -4.2892 -8.6731
C -2.7311 -3.1113 -9.0784
C -2.7173 -1.9250 -8.0258
P -1.7244 -0.4396 -8.3969
C -1.8093 -0.5141 -10.1474
C -1.4014 0.8694 -10.8628
C -0.9391 0.5971 -12.2826
C -0.4364 1.7535 -13.1496
C 0.0760 -0.5930 -7.8697
C 0.7958 -1.9274 -8.3193
C 2.0665 -2.2579 -7.5440
C 2.8214 -3.3626 -8.0123
C -2.6961 0.9067 -7.7788
C -4.1165 1.2437 -8.4252
C -5.1168 0.9281 -7.3453
C -6.4446 1.5487 -7.3868
H -5.7059 -4.7927 -8.4091
H -5.4183 -3.8103 -9.8016
H -5.1598 -3.1653 -8.0666
H -3.5059 -5.0197 -9.4704
H -3.2870 -4.6743 -7.7174
H -3.1612 -2.8081 -10.0329
H -1.7276 -3.4633 -9.3174
H -2.5722 -2.2291 -6.9892
H -3.7168 -1.4902 -8.0237
H -2.8356 -0.6786 -10.4757
H -1.1111 -1.3262 -10.3496
H -0.6276 1.3764 -10.2864
H -2.1049 1.6941 -10.7481
H -1.7485 0.0758 -12.7938
H -0.0906 -0.0753 -12.1570
H -1.1763 2.4357 -13.5683
H -0.0685 1.3958 -14.1112
H 0.1414 2.4203 -12.5096
H 0.2712 -0.4520 -6.8066
H 0.4923 0.3553 -8.2096
H 1.0445 -1.7975 -9.3725
H 0.2175 -2.8419 -8.1877
H 1.7248 -2.6009 -6.5674
H 2.6182 -1.3451 -7.3192
H 2.3203 -4.3206 -7.8737
H 3.7959 -3.5403 -7.5575
H 2.7717 -3.2392 -9.0941
H -1.9979 1.7242 -7.9583
H -2.6938 0.8667 -6.6895
H -4.3030 0.6075 -9.2903
H -4.2353 2.3146 -8.5901
H -4.8211 0.9732 -6.2972
H -5.2839 -0.1437 -7.4522
H -7.2556 0.8757 -7.6653
H -6.5438 2.4152 -8.0405
H -6.6686 2.0005 -6.4204
C -8.4200 6.2023 3.6185
C -6.9021 6.2121 3.8422
N -5.9706 6.0144 2.5402
C -6.3729 4.5514 2.0664
C -6.3936 7.1264 1.4218
C -5.4166 7.2496 0.2972
C -4.4495 6.0470 2.9666
C -3.9029 7.1148 3.8161
O -4.5877 8.3610 3.4497
C -3.9684 9.4881 3.9669
H -8.8296 7.1304 3.2199
H -8.9430 6.1302 4.5721
H -8.8119 5.4272 2.9599
H -6.7648 5.4146 4.5725
H -6.6539 7.1631 4.3135
H -7.4015 4.5745 1.7067
H -6.3641 3.8190 2.8736
H -5.5916 4.3868 1.3244
H -6.6006 8.0208 2.0095
H -7.4130 7.0681 1.0404
H -4.4563 7.6863 0.5715
H -5.7565 7.7891 -0.5868
H -4.9500 6.3054 0.0162
H -3.9255 5.9172 2.0197
H -4.3315 5.1056 3.5031
H -2.8254 7.0980 3.6524
H -4.1493 7.0180 4.8735
H -2.9110 9.6483 3.7566
H -4.2852 9.7573 4.9745
H -4.3568 10.3358 3.4024
C 7.2234 4.7873 -1.4007
C 6.1554 5.0219 -0.3205
N 5.9547 6.6167 -0.2011
C 5.1907 7.1048 -1.5321
C 5.0007 6.8022 1.0045
C 4.6467 8.2635 1.3443
C 7.2808 7.3765 -0.0517
C 8.1400 7.0289 1.1729
O 7.4993 7.2078 2.3892
C 8.3780 7.0227 3.4541
H 7.0684 5.3477 -2.3227
H 7.1407 3.7845 -1.8198
H 8.2892 4.8508 -1.1814
H 6.4873 4.8053 0.6949
H 5.2121 4.5169 -0.5287
H 4.2903 6.5142 -1.7013
H 5.8401 7.0797 -2.4071
H 4.8934 8.1251 -1.2897
H 5.4677 6.4859 1.9372
H 4.1202 6.2338 0.7048
H 5.4847 8.9605 1.3521
H 4.3135 8.2539 2.3820
H 3.8102 8.6705 0.7762
H 6.9418 8.4075 0.0489
H 7.9208 7.1852 -0.9130
H 9.0092 7.6855 1.1332
H 8.5019 6.0020 1.2225
H 9.1595 7.7747 3.5629
H 8.7332 5.9939 3.3960
H 7.7879 7.1312 4.3641
C -9.8183 -3.5850 6.2466
C -8.4973 -4.0846 5.8886
C -8.3061 -4.3599 4.4143
C -6.8211 -4.7210 4.1507
N -6.4389 -5.5419 2.8661
C -6.7430 -4.7188 1.5944
C -7.7329 -5.5394 0.6943
C -8.3668 -6.5632 1.6132
C -7.2047 -6.9033 2.5915
C -4.8936 -5.9444 2.8357
H -9.9762 -2.5731 5.8737
H -9.8585 -3.5309 7.3345
H -10.5397 -4.3439 5.9438
H -8.4374 -5.0618 6.3679
H -7.7314 -3.3992 6.2515
H -8.7837 -3.7022 3.6881
H -8.8951 -5.2688 4.2915
H -6.2910 -5.1897 4.9798
H -6.2278 -3.8079 4.1018
H -5.8455 -4.5718 0.9936
H -7.2177 -3.8185 1.9845
H -7.2712 -6.1493 -0.0822
H -8.3203 -4.7286 0.2633
H -8.6493 -7.4101 0.9878
H -9.2432 -6.2811 2.1966
H -6.5137 -7.5327 2.0308
H -7.4261 -7.3733 3.5497
H -4.5778 -6.2840 3.8222
H -4.4982 -4.9348 2.7238
H -4.6584 -6.5858 1.9864
```

These are the Mulliken partial charges, in e, on atoms 1 to 5: 1.08 -0.79 -0.76 -0.77 -0.76

Density functional theory data (wB97M-V/def2-TZVPD) for an isolated molecule of C5H12O2.

Summary:
ΔE to the lowest compared entry with this formula, charge and spin in kJ/mol: 183.7
Charge: 0
Max |F| in hartree/bohr: 0.021
HOMO-LUMO gap in eV: 10.883
HOMO energy in eV: -9.91

XYZ file:
```
19
C5H12O2, DFT wB97M-V/def2-TZVPD
C 1.7594 -1.3673 0.6957
O 0.6170 -0.5878 0.9302
C 0.0953 -0.1548 -0.3077
C -0.0050 -1.3391 -1.4365
C -1.2247 0.5890 0.0181
C -1.1561 2.0599 0.4889
O -0.6614 2.2592 1.7956
H 2.6117 -0.7569 0.3600
H 1.4915 -2.0393 -0.1269
H 2.0081 -1.9082 1.6108
H 0.8092 0.5684 -0.7449
H 0.1736 -2.4175 -1.2415
H 0.6870 -1.1301 -2.2662
H -1.0167 -1.3319 -1.8250
H -1.7567 0.0266 0.7967
H -1.8406 0.5797 -0.8854
H -0.6035 2.6765 -0.2415
H -2.1789 2.4620 0.5150
H 0.1906 1.8118 1.8647
```

These are the natural (NBO) partial charges, in e, on atoms 1 to 5: -0.25 -0.54 0.11 -0.67 -0.45

Density functional theory data (wB97M-V/def2-TZVPD) for a structure of composition C3H5CuLiO4.

Summary:
ΔE to the lowest compared entry with this formula, charge and spin in kJ/mol: 0.0
Charge: +1
Max |F| in hartree/bohr: 0.054
Multiplicity: 3
HOMO-LUMO gap (spin up / spin down) in eV: 5.626 / 8.199
HOMO energy (spin up / spin down) in eV: -10.23 / -13.61

XYZ file:
```
14
C3H5CuLiO4, DFT wB97M-V/def2-TZVPD
Cu -3.7527 -0.2377 0.8371
O -2.3104 -0.0364 1.6862
C -0.9588 0.0679 1.5405
H -0.4228 -0.8011 1.9756
H -0.5151 0.9824 1.9840
C -0.6145 0.0958 0.0079
O 0.7854 0.2717 -0.2859
C 1.2126 0.0725 -1.5300
O 0.5321 -0.1160 -2.4945
O 2.5347 -0.0995 -1.3959
Li 2.5352 0.0401 0.7390
H -1.0996 0.9656 -0.4561
H -0.8948 -0.8955 -0.3747
H 2.9686 -0.3097 -2.2333
```

These are the natural (NBO) partial charges, in e, on atoms 1 to 5: 0.75 -0.93 -0.06 0.15 0.16

Repeat the third record exactly.
Density functional theory data (wB97M-V/def2-TZVPD) for a structure of composition C3H5CuLiO4.

Summary:
ΔE to the lowest compared entry with this formula, charge and spin in kJ/mol: 0.0
Charge: +1
Max |F| in hartree/bohr: 0.054
Multiplicity: 3
HOMO-LUMO gap (spin up / spin down) in eV: 5.626 / 8.199
HOMO energy (spin up / spin down) in eV: -10.23 / -13.61

XYZ file:
```
14
C3H5CuLiO4, DFT wB97M-V/def2-TZVPD
Cu -3.7527 -0.2377 0.8371
O -2.3104 -0.0364 1.6862
C -0.9588 0.0679 1.5405
H -0.4228 -0.8011 1.9756
H -0.5151 0.9824 1.9840
C -0.6145 0.0958 0.0079
O 0.7854 0.2717 -0.2859
C 1.2126 0.0725 -1.5300
O 0.5321 -0.1160 -2.4945
O 2.5347 -0.0995 -1.3959
Li 2.5352 0.0401 0.7390
H -1.0996 0.9656 -0.4561
H -0.8948 -0.8955 -0.3747
H 2.9686 -0.3097 -2.2333
```

These are the natural (NBO) partial charges, in e, on atoms 1 to 5: 0.75 -0.93 -0.06 0.15 0.16

Please write out number 3 again, unchanged.
Density functional theory data (wB97M-V/def2-TZVPD) for a structure of composition C3H5CuLiO4.

Summary:
ΔE to the lowest compared entry with this formula, charge and spin in kJ/mol: 0.0
Charge: +1
Max |F| in hartree/bohr: 0.054
Multiplicity: 3
HOMO-LUMO gap (spin up / spin down) in eV: 5.626 / 8.199
HOMO energy (spin up / spin down) in eV: -10.23 / -13.61

XYZ file:
```
14
C3H5CuLiO4, DFT wB97M-V/def2-TZVPD
Cu -3.7527 -0.2377 0.8371
O -2.3104 -0.0364 1.6862
C -0.9588 0.0679 1.5405
H -0.4228 -0.8011 1.9756
H -0.5151 0.9824 1.9840
C -0.6145 0.0958 0.0079
O 0.7854 0.2717 -0.2859
C 1.2126 0.0725 -1.5300
O 0.5321 -0.1160 -2.4945
O 2.5347 -0.0995 -1.3959
Li 2.5352 0.0401 0.7390
H -1.0996 0.9656 -0.4561
H -0.8948 -0.8955 -0.3747
H 2.9686 -0.3097 -2.2333
```

These are the natural (NBO) partial charges, in e, on atoms 1 to 5: 0.75 -0.93 -0.06 0.15 0.16

Q: Which of these has the lowest ΔE to the lowest compared entry with this formula, charge and spin?
A: C3H5CuLiO4